[1]
Computed, not measured: 4 unconnected molecules or ions with the total composition C4H16O3 at a distorted geometry, with ωB97M-V/def2-TZVPD.

The value obtained for the highest occupied orbital energy is -10.3 eV. Its structure (SMILES) is CC(C)C.O.O.O. Its orbital gap is 10.78 eV. The value obtained for the LUMO energy is 0.52 eV. As for the energy above the lowest of the compared OMol25 structures with the same formula, charge and spin: 53.60 kcal/mol.

Geometry as ORCA input:
```
! wB97M-V def2-TZVPD RIJCOSX def2/J DEFGRID3
* xyz 0 1
C -1.425 0.996 -0.392
C 0.039 0.528 -0.253
C 0.207 -0.996 -0.089
C 0.948 1.179 -1.261
H -1.371 2.081 -0.349
H -1.853 0.544 -1.360
H -2.156 0.638 0.429
H 0.537 0.950 0.598
H 0.763 -1.259 0.788
H 0.688 -1.433 -1.025
H -0.862 -1.442 0.164
H 1.922 0.845 -1.479
H 0.405 1.403 -2.194
H 1.246 2.160 -0.993
H 0.415 2.047 4.369
H -0.136 0.545 4.373
O -0.259 1.341 3.867
H -3.016 -0.893 4.003
H -3.069 0.658 3.758
O -2.769 -0.196 3.343
H 3.257 -3.784 -4.960
H 2.818 -2.734 -5.671
O 3.670 -3.178 -5.666
*
```

Here are the natural (NBO) charges for atoms 1 to 5, given in e: atom 1 (C): -0.6073, atom 2 (C): -0.2477, atom 3 (C): -0.6034, atom 4 (C): -0.6138, atom 5 (H): 0.2096

---

[2]
Computed, not measured: 2 unconnected molecules or ions with the total composition C6H13NO at a distorted geometry, with ωB97M-V/def2-TZVPD.

The value obtained for the highest occupied orbital energy (alpha / beta) is -7.0 / -7.4 eV. Its orbital gap (alpha / beta) is 7.79 / 8.26 eV. The value obtained for the LUMO energy (alpha / beta) is 0.81 / 0.89 eV. As for the energy above the lowest of the compared OMol25 structures with the same formula, charge and spin: 124.21 kcal/mol.

Geometry as ORCA input:
```
! wB97M-V def2-TZVPD RIJCOSX def2/J DEFGRID3
* xyz 0 1
C -2.614 0.849 -0.132
C -1.721 -0.434 1.425
C -2.097 0.128 -1.324
O -2.746 0.344 1.079
H -3.109 1.805 -0.244
H -1.881 -1.157 2.207
H -0.720 -0.314 1.054
H -2.298 -0.943 -1.233
H -2.578 0.517 -2.225
H -1.014 0.236 -1.444
C 1.482 -1.326 -0.782
C 2.425 0.661 1.106
C 1.696 0.932 -0.182
N 1.315 0.090 -1.041
H 1.462 1.973 -0.401
H 1.220 -1.876 -1.686
H 2.508 -1.581 -0.496
H 0.815 -1.653 0.023
H 1.902 -0.091 1.699
H 2.525 1.569 1.698
H 3.426 0.270 0.899
*
```

Here are the natural (NBO) charges for atoms 1 to 5, given in e: atom 1 (C): 0.1256, atom 2 (C): -0.1594, atom 3 (C): -0.7161, atom 4 (O): -0.4116, atom 5 (H): 0.1575

---

[3]
Computed, not measured: a molecular structure, C36H72O9 at a distorted geometry, with ωB97M-V/def2-TZVPD.

The value obtained for the highest occupied orbital energy is -7.2 eV. Its orbital gap is 7.45 eV. The value obtained for the LUMO energy is 0.25 eV. As for the energy above the lowest of the compared OMol25 structures with the same formula, charge and spin: 981.01 kcal/mol.

Geometry as ORCA input:
```
! wB97M-V def2-TZVPD RIJCOSX def2/J DEFGRID3
* xyz 0 1
C -2.973 0.286 -1.988
C -3.250 1.622 -1.422
C -3.200 1.378 0.082
O -3.651 0.067 0.240
C -3.345 -0.750 -0.872
H -1.932 0.240 -2.307
H -3.398 0.065 -2.967
H -4.233 2.031 -1.656
H -2.476 2.347 -1.671
H -3.858 2.017 0.671
H -2.193 1.410 0.498
H -4.216 -1.250 -1.297
H -2.541 -1.448 -0.639
C 0.125 0.165 0.825
C -1.018 -0.410 0.111
C -0.765 -1.878 0.289
O 0.650 -1.981 0.194
C 1.267 -0.687 0.298
H 0.224 0.213 1.910
H 0.270 1.196 0.504
H -0.980 -0.155 -0.948
H -1.994 -0.083 0.469
H -1.150 -2.482 -0.532
H -1.124 -2.228 1.257
H 1.608 -0.378 -0.690
H 2.087 -0.605 1.012
C 2.961 2.865 0.025
C 2.539 2.879 -1.426
C 2.347 1.364 -1.659
O 1.704 0.926 -0.460
C 2.369 1.590 0.641
H 2.701 3.841 0.437
H 4.042 2.778 0.128
H 3.327 3.342 -2.019
H 1.611 3.443 -1.520
H 3.271 0.822 -1.860
H 1.677 1.130 -2.486
H 3.156 1.014 1.128
H 1.664 1.860 1.428
C 0.207 3.171 -0.191
C -0.919 3.991 0.349
C -1.686 4.410 -0.944
O -1.779 3.131 -1.517
C -0.579 2.380 -1.328
H 0.644 2.525 0.569
H 1.048 3.756 -0.565
H -0.587 4.904 0.844
H -1.542 3.458 1.068
H -1.106 5.087 -1.572
H -2.647 4.876 -0.726
H -0.086 2.235 -2.289
H -0.854 1.413 -0.907
C 0.309 -2.251 2.891
C -0.586 -1.202 3.488
C 0.270 -0.599 4.598
O 1.518 -1.336 4.591
C 1.755 -1.846 3.245
H 0.175 -2.452 1.828
H 0.202 -3.145 3.506
H -1.539 -1.622 3.809
H -0.839 -0.316 2.905
H -0.172 -0.615 5.594
H 0.497 0.425 4.299
H 2.406 -2.719 3.276
H 2.294 -1.101 2.660
C -0.084 -4.583 0.280
C -1.195 -4.722 1.406
C -2.360 -3.954 0.866
O -2.101 -3.774 -0.510
C -0.952 -4.471 -0.911
H 0.612 -5.400 0.089
H 0.517 -3.676 0.346
H -0.793 -4.336 2.343
H -1.311 -5.805 1.458
H -2.256 -2.992 1.366
H -3.266 -4.506 1.114
H -0.399 -3.884 -1.644
H -1.213 -5.450 -1.314
C -1.879 1.236 2.248
C -0.760 2.231 2.098
C 0.159 1.865 3.312
O -0.724 1.183 4.255
C -2.048 1.133 3.759
H -1.547 0.227 2.003
H -2.840 1.431 1.772
H -1.066 3.274 2.181
H -0.291 2.063 1.128
H 0.683 2.760 3.647
H 0.872 1.131 2.936
H -2.614 1.957 4.196
H -2.652 0.273 4.050
C 3.803 -0.740 -2.414
C 3.335 -0.860 -0.949
C 2.876 -2.285 -0.871
O 2.365 -2.558 -2.122
C 2.941 -1.789 -3.162
H 4.873 -0.950 -2.413
H 3.671 0.301 -2.707
H 2.538 -0.148 -0.733
H 4.140 -0.713 -0.229
H 2.181 -2.547 -0.073
H 3.715 -2.961 -0.706
H 2.139 -1.338 -3.747
H 3.502 -2.395 -3.874
C 0.090 1.053 -3.799
C 0.919 -0.152 -3.486
C 0.277 -0.838 -2.347
O -1.094 -0.593 -2.625
C -1.276 0.701 -3.260
H 0.002 1.345 -4.846
H 0.524 1.923 -3.307
H 1.961 0.158 -3.402
H 0.850 -0.760 -4.388
H 0.503 -0.329 -1.410
H 0.583 -1.880 -2.253
H -1.606 1.411 -2.501
H -2.014 0.624 -4.059
*
```

Here are the Löwdin charges for atoms 1 to 5, given in e: atom 1 (C): -0.1684, atom 2 (C): -0.1081, atom 3 (C): -0.2388, atom 4 (O): -0.1114, atom 5 (C): -0.1112

---

[4]
Computed, not measured: 6 unconnected molecules or ions with the total composition C20H43N5O11 at a distorted geometry, with ωB97M-V/def2-TZVPD.

The value obtained for the highest occupied orbital energy is -8.8 eV. Its structure (SMILES) is O=C1C=C(O)C(=O)C=C1O.C[N+](=O)[O-].C[N+](=O)[O-].COC[C@H](C)N.COC[C@H](C)N.COC[C@H](C)N. Its orbital gap is 6.93 eV. The value obtained for the LUMO energy is -1.89 eV.

Geometry as ORCA input:
```
! wB97M-V def2-TZVPD RIJCOSX def2/J DEFGRID3
* xyz 0 1
C 14.779 -19.695 -18.150
N 13.841 -20.530 -17.338
O 13.610 -20.220 -16.207
O 13.477 -21.575 -17.851
H 15.720 -19.723 -17.600
H 14.546 -18.639 -18.293
H 14.771 -20.021 -19.190
C 12.376 -26.084 -17.410
N 13.138 -25.857 -16.130
O 14.227 -25.302 -16.206
O 12.651 -26.354 -15.102
H 11.881 -27.049 -17.521
H 13.110 -25.810 -18.168
H 11.602 -25.360 -17.156
C 9.609 -15.355 -18.650
C 10.623 -14.466 -19.352
C 9.988 -13.122 -19.697
O 9.704 -12.372 -18.530
C 9.163 -11.135 -18.932
N 11.761 -14.207 -18.463
H 8.955 -15.800 -19.400
H 8.933 -14.960 -17.892
H 10.139 -16.213 -18.237
H 10.983 -14.983 -20.241
H 9.130 -13.394 -20.310
H 10.572 -12.615 -20.465
H 8.389 -10.703 -18.297
H 8.669 -11.102 -19.903
H 9.904 -10.336 -18.964
H 11.393 -13.278 -18.315
H 11.582 -14.665 -17.581
C 16.771 -15.975 -21.115
C 17.553 -15.377 -19.934
C 18.980 -14.943 -20.451
O 19.589 -16.138 -20.786
C 21.010 -16.204 -20.890
N 16.808 -14.172 -19.539
H 17.195 -16.956 -21.332
H 16.855 -15.470 -22.077
H 15.700 -16.052 -20.922
H 17.682 -15.982 -19.036
H 19.556 -14.538 -19.620
H 19.010 -14.179 -21.227
H 21.403 -15.828 -21.835
H 21.365 -17.220 -20.719
H 21.517 -15.642 -20.106
H 15.903 -14.403 -19.155
H 16.561 -13.600 -20.333
C 20.343 -20.034 -15.431
C 19.482 -21.249 -15.478
C 20.196 -22.524 -14.826
O 19.257 -23.627 -14.739
C 19.884 -24.841 -14.939
N 18.248 -20.989 -14.799
H 21.271 -20.297 -15.939
H 20.581 -19.607 -14.457
H 19.866 -19.366 -16.149
H 19.199 -21.679 -16.439
H 20.541 -22.343 -13.808
H 21.069 -22.712 -15.452
H 20.675 -25.055 -14.220
H 20.358 -24.833 -15.921
H 19.062 -25.553 -14.878
H 17.736 -21.859 -14.756
H 18.370 -20.689 -13.842
C 20.278 -21.939 -22.244
C 19.416 -22.871 -21.814
C 19.527 -24.309 -22.039
O 18.780 -25.213 -21.820
C 20.610 -24.605 -22.880
C 21.462 -23.680 -23.410
C 21.429 -22.233 -23.159
O 22.189 -21.390 -23.488
O 22.594 -24.069 -24.118
O 18.236 -22.530 -21.249
H 19.897 -20.932 -22.159
H 20.650 -25.639 -23.190
H 23.004 -23.206 -24.213
H 17.711 -23.332 -21.200
*
```

Here are the Löwdin charges for atoms 1 to 5, given in e: atom 1 (C): 0.0386, atom 2 (N): -0.4543, atom 3 (O): 0.0810, atom 4 (O): 0.0452, atom 5 (H): 0.1010

---

Looking at M for the records above, in order, we have 112.2 115.2 649.0 529.6 g/mol.